Record 1
Formula: C22H24HfN3O2P
Source: the OMol25 dataset
Level of theory: ωB97M-V/def2-TZVPD

For the HOMO energy (alpha / beta), the calculation gives -14.579 / -14.577 eV. The frontier orbital gap (alpha / beta) is 0.2550 / 0.2549 Eh. Its total charge is +2. The LUMO energy (alpha / beta) is -7.64 / -7.64 eV.

Structure (XYZ):
```
53
Properties=species:S:1:pos:R:3:forces:R:3
Hf 0.915 -0.828 -1.314 3.785 1.565 0.625
P -1.031 0.056 0.125 -1.639 1.649 0.843
O 0.780 -3.124 1.036 -0.024 1.114 -0.212
O 3.449 -1.017 -3.388 -3.084 -1.161 2.017
N 1.568 -2.314 0.208 -0.483 -1.650 -0.257
N 0.305 0.645 -2.879 -1.258 -1.401 2.106
N 2.604 -1.631 -2.502 2.349 1.811 -2.375
C -0.739 1.505 -2.399 -2.246 1.905 0.182
C -2.495 0.044 1.214 -0.744 -0.745 0.124
C 0.813 0.054 2.207 0.260 0.075 0.052
C -4.845 -0.038 2.775 0.120 0.015 -0.051
C -3.747 0.704 3.201 0.205 -0.084 -0.355
C -1.123 2.532 -3.292 0.051 -0.310 0.605
C -3.613 -0.703 0.805 -0.112 -0.105 -0.022
C -2.431 2.308 -0.865 0.136 0.086 -0.164
C -2.582 0.744 2.428 0.256 0.217 0.107
C 1.831 0.560 3.021 -0.381 -0.319 -0.244
C -2.134 3.434 -2.975 0.187 -0.161 -0.036
C 4.659 -2.415 -1.269 -0.348 0.054 -0.024
C -1.415 1.364 -1.151 0.188 0.465 -0.647
C 0.288 0.806 1.140 0.484 0.095 0.300
C 3.187 -2.274 -1.542 0.011 -0.290 1.305
C 1.859 2.581 1.716 -0.331 -0.179 -0.162
C -2.786 3.324 -1.759 0.164 -0.392 0.316
C 0.838 2.075 0.905 0.149 0.429 0.168
C 2.353 1.826 2.775 -0.072 0.045 -0.156
C -4.778 -0.743 1.576 0.330 0.083 -0.218
C 2.269 -3.020 -0.622 0.564 -0.798 -0.226
C 2.282 -4.515 -0.729 -0.065 0.214 0.060
H -3.575 4.023 -1.495 0.145 -0.169 0.003
H 2.216 -0.039 3.842 -0.109 0.080 -0.132
H -5.750 -0.067 3.375 0.155 -0.008 -0.095
H -2.408 4.218 -3.676 0.084 -0.159 0.069
H -0.022 0.208 -3.694 -0.509 -0.952 -1.752
H -1.754 1.349 2.788 -0.022 -0.137 -0.104
H 5.157 -1.443 -1.322 -0.129 -0.096 -0.269
H 0.214 -2.459 1.468 0.040 -0.616 0.181
H 1.029 1.215 -3.161 2.576 1.420 -0.828
H -5.633 -1.323 1.237 0.188 0.088 0.025
H -3.794 1.258 4.135 0.075 -0.082 -0.192
H 2.757 -4.830 -1.663 0.029 0.194 0.209
H 5.101 -3.096 -2.002 0.074 0.185 -0.041
H 2.843 -4.931 0.113 -0.141 -0.107 0.032
H 2.270 3.567 1.513 -0.115 -0.180 0.012
H -3.590 -1.259 -0.131 0.010 0.053 0.132
H 1.261 -4.906 -0.714 0.079 0.009 0.254
H 0.427 -0.942 2.419 -0.013 0.268 0.178
H 0.489 2.696 0.085 -0.066 -0.147 0.059
H -0.623 2.634 -4.253 0.041 -0.129 0.139
H 2.110 0.510 -0.520 -0.820 -1.374 -1.215
H 3.148 2.220 3.403 -0.128 -0.072 -0.096
H -2.976 2.283 0.075 0.199 -0.265 -0.090
H 4.823 -2.824 -0.268 -0.092 -0.027 -0.141
```
Forces are in eV/Å.

Record 2
Formula: CH6N3O
Source: the OMol25 dataset
Level of theory: ωB97M-V/def2-TZVPD

For the HOMO energy (alpha / beta), the calculation gives -14.634 / -14.635 eV. Its energy above the lowest of the compared OMol25 structures with the same formula, charge and spin is 431.4 kJ/mol. The SMILES is NNC[NH+]=O. The frontier orbital gap (alpha / beta) is 0.3281 / 0.3280 Eh. Its total charge is +1. The LUMO energy (alpha / beta) is -5.71 / -5.71 eV.

Structure (XYZ):
```
11
Properties=species:S:1:pos:R:3:forces:R:3
O -1.513 0.435 -0.115 -0.803 -1.135 0.756
N -1.126 -0.683 0.242 0.664 -1.053 0.587
N 0.940 0.169 0.062 2.554 0.332 3.978
N 0.240 1.362 -0.091 0.729 -2.977 1.428
C 0.273 -0.980 -0.370 -3.888 1.114 0.573
H 0.494 2.124 0.483 0.637 0.716 1.090
H 1.383 -0.036 1.055 -1.218 1.399 -2.522
H 0.520 -1.970 -0.099 1.255 -0.626 0.423
H -0.062 -0.868 -1.333 0.285 -0.181 -2.933
H 0.182 1.592 -1.024 -0.225 0.773 -2.535
H -1.331 -1.145 1.189 0.011 1.638 -0.844
```
Forces are in eV/Å.

Record 3
Formula: C5H8S
Source: the OMol25 dataset
Level of theory: ωB97M-V/def2-TZVPD

For the HOMO energy, the calculation gives -8.322 eV. Its energy above the lowest of the compared OMol25 structures with the same formula, charge and spin is 458.8 kJ/mol. The SMILES is C1C[C@@H]2C[C@H]2S1. The frontier orbital gap is 0.3436 Eh. Its total charge is 0. The LUMO energy is 1.03 eV.

Structure (XYZ):
```
14
Properties=species:S:1:pos:R:3:forces:R:3
S -0.989 1.681 0.151 -2.117 1.511 0.861
C -0.239 -0.617 -0.514 0.078 -1.648 -1.757
C 0.332 -0.360 -1.865 3.932 1.327 0.128
C -0.707 0.450 1.490 1.556 0.274 1.483
C 0.035 0.796 -0.865 0.888 -0.079 -2.030
C 0.371 -0.574 0.859 -0.176 -2.042 4.119
H 0.501 -1.607 1.673 -0.673 2.870 -2.688
H -1.362 -0.917 -0.821 2.420 0.681 1.900
H -0.257 0.956 2.356 0.324 0.150 -0.354
H 1.498 -0.099 -1.983 -2.598 -1.615 -0.067
H -1.612 0.097 1.987 -0.221 -0.716 -0.916
H 1.073 0.997 -0.612 -0.450 0.601 0.101
H -0.053 -0.773 -2.766 -0.962 0.099 -0.429
H 1.407 -0.030 0.909 -2.002 -1.413 -0.350
```
Forces are in eV/Å.

Record 4
Formula: C4H4OS
Source: the OMol25 dataset
Level of theory: ωB97M-V/def2-TZVPD

For the HOMO energy, the calculation gives -8.429 eV. Its energy above the lowest of the compared OMol25 structures with the same formula, charge and spin is 498.3 kJ/mol. The frontier orbital gap is 0.3321 Eh. Its total charge is 0. The LUMO energy is 0.61 eV.

Structure (XYZ):
```
10
Properties=species:S:1:pos:R:3:forces:R:3
S 0.856 -0.070 1.011 -0.927 -0.953 0.319
O -0.080 -2.141 2.204 -0.430 -0.923 1.181
C -0.339 -1.392 1.173 1.058 1.315 -0.479
C -0.925 0.899 -1.155 -2.847 1.322 -0.027
C 0.086 0.521 -1.854 1.724 -0.640 0.873
C 0.296 0.992 -0.356 0.761 -1.359 -1.339
H 0.515 -1.930 2.973 0.001 0.484 -1.196
H 0.930 1.838 -0.187 -0.317 0.974 -0.203
H -2.042 1.206 -1.134 2.160 -0.876 -0.037
H 0.703 0.076 -2.675 -1.182 0.657 0.908
```
Forces are in eV/Å.

Record 5
Formula: CH2N2O
Source: the OMol25 dataset
Level of theory: ωB97M-V/def2-TZVPD

For the HOMO energy (alpha / beta), the calculation gives -8.814 / -12.435 eV. Its energy above the lowest of the compared OMol25 structures with the same formula, charge and spin is 105.3 kJ/mol. The frontier orbital gap (alpha / beta) is 0.3153 / 0.4125 Eh. The multiplicity is 3. Its total charge is 0. The LUMO energy (alpha / beta) is -0.23 / -1.21 eV.

Structure (XYZ):
```
6
Properties=species:S:1:pos:R:3:forces:R:3
O 0.947 1.295 -0.820 -0.430 2.465 2.852
N 0.692 1.897 0.168 0.876 -1.647 -3.111
N -0.924 0.100 0.873 -0.495 -0.412 0.490
C -0.437 -0.795 0.194 0.052 -2.309 -0.562
H -0.576 -1.943 0.138 -0.504 1.639 0.811
H 0.298 -0.553 -0.552 0.501 0.263 -0.480
```
Forces are in eV/Å.

Record 6
Formula: C2H5OP
Source: the OMol25 dataset
Level of theory: ωB97M-V/def2-TZVPD

For the HOMO energy, the calculation gives -9.531 eV. Its energy above the lowest of the compared OMol25 structures with the same formula, charge and spin is 229.4 kJ/mol. The SMILES is C1=PC1.O. The frontier orbital gap is 0.3476 Eh. Its total charge is 0. The LUMO energy is -0.07 eV.

Structure (XYZ):
```
9
Properties=species:S:1:pos:R:3:forces:R:3
P -0.038 -1.466 -1.746 -0.459 0.188 0.681
O 1.568 0.869 1.593 -0.256 -0.653 2.778
C -0.316 0.076 -1.314 -0.942 -0.396 1.120
C -0.906 -0.768 -0.180 1.453 1.025 0.107
H 0.743 0.373 1.612 0.218 0.260 -0.316
H -0.484 1.125 -1.472 0.503 0.129 -0.392
H 1.751 1.144 0.735 0.196 0.546 -2.400
H -1.977 -0.626 -0.035 0.053 -0.631 -0.204
H -0.342 -0.727 0.806 -0.765 -0.468 -1.375
```
Forces are in eV/Å.

Number 1: largest force on an atom 4.14 eV Å⁻¹. Number 2: largest force on an atom 4.74 eV Å⁻¹. Number 3: largest force on an atom 4.60 eV Å⁻¹. Number 4: largest force on an atom 3.14 eV Å⁻¹. Number 5: largest force on an atom 3.79 eV Å⁻¹. Number 6: largest force on an atom 2.87 eV Å⁻¹.